# C20H30N4O4

A single C20H30N4O4 molecule (ωB97M-V/def2-TZVPD, OMol25).

The geometry in XYZ format:
```
58
Properties=species:S:1:pos:R:3:mulliken_charge:R:1
C -4.8898 2.1577 5.4336 -0.877
O -3.8329 1.9093 4.5302 -0.424
C -4.0973 1.0707 3.4822 0.318
C -5.3154 0.4446 3.2520 -0.676
C -5.4723 -0.3673 2.1394 -0.924
C -4.4433 -0.5854 1.2255 0.239
N -4.6302 -1.4384 0.1489 -0.554
C -3.2033 0.0289 1.4823 0.864
C -2.0580 -0.1829 0.5359 0.501
O -2.2350 -0.2965 -0.6714 -0.732
N -0.8367 -0.1902 1.1222 -0.165
C 0.4870 -0.2030 0.5046 -0.792
C 0.5241 0.0283 -0.9994 -1.127
C 1.9501 -0.0138 -1.5135 1.498
O 2.7063 0.9449 -0.8104 -0.623
C 2.5528 -1.4460 -1.5938 -0.990
N 2.3591 -1.3807 -3.0394 0.591
C 2.6003 -2.1851 -4.0945 -0.267
O 2.4338 -1.7867 -5.2365 -0.706
C 2.9895 -3.6314 -3.7453 0.907
N 4.1830 -3.5808 -2.9068 0.306
C 5.3129 -3.0515 -3.6597 -1.047
C 4.5418 -4.8357 -2.2691 -1.019
C 1.7233 -4.3720 -3.2394 -0.702
C 1.4644 -4.8081 -4.6986 -0.676
C 2.9451 -4.5155 -5.0167 -0.975
C 2.0311 0.0369 -3.0627 -1.222
C -3.0564 0.8523 2.5932 -0.412
H -4.4968 2.8408 6.1814 0.241
H -5.7423 2.6234 4.9311 0.357
H -5.2206 1.2375 5.9237 0.345
H -6.1531 0.5837 3.9201 0.381
H -6.4280 -0.8497 1.9695 0.271
H -4.0189 -1.2522 -0.6334 0.237
H -5.5912 -1.5921 -0.1057 0.239
H -0.8362 -0.1807 2.1273 0.279
H 1.0833 0.5712 0.9878 0.330
H 0.9637 -1.1636 0.7282 0.294
H -0.0566 -0.7255 -1.5276 0.450
H 0.0876 0.9979 -1.2469 0.474
H 3.5987 0.9701 -1.1709 0.481
H 3.6048 -1.4905 -1.3041 0.078
H 2.0130 -2.2458 -1.0841 0.290
H 6.1702 -2.9427 -2.9951 0.396
H 5.6066 -3.7038 -4.4956 0.333
H 5.0698 -2.0715 -4.0728 0.287
H 5.4490 -4.6788 -1.6851 0.382
H 3.7623 -5.1593 -1.5822 0.289
H 4.7419 -5.6504 -2.9812 0.334
H 1.9796 -5.2279 -2.6180 0.414
H 0.9624 -3.7756 -2.7360 0.201
H 1.1071 -5.8241 -4.8535 0.399
H 0.8046 -4.1139 -5.2166 0.261
H 3.1781 -4.0222 -5.9563 0.263
H 3.5635 -5.4053 -4.8891 0.324
H 1.1149 0.2861 -3.5986 0.263
H 2.8470 0.6647 -3.4356 0.302
H -2.1266 1.3790 2.7698 0.494
```

Calculated values
**Energy above the lowest of the compared OMol25 structures with the same formula, charge and spin**: 287.3 kJ/mol
**HOMO**: -7.6 eV
**Max |F|**: 0.34 eV Å⁻¹
**Structure (SMILES)**: COc1ccc(N)c(C(=O)NCCC2(O)CN(C(=O)C3(N(C)C)CCC3)C2)c1
**LUMO**: 0.57 eV
**Gap between HOMO and LUMO**: 8.17 eV

***

# C20H30O15

A molecular structure, C20H30O15 at a distorted geometry (ωB97M-V/def2-TZVPD, OMol25).

The geometry in XYZ format:
```
65
Properties=species:S:1:pos:R:3:mulliken_charge:R:1
C 2.9746 -1.5692 -3.0716 -1.745
C 2.6923 -0.4114 -2.1283 1.387
C 3.6536 -0.0057 -1.0698 -1.002
O 4.3476 1.1151 -1.6503 -0.485
C 3.6513 1.6243 -2.6682 0.508
O 3.8976 2.6652 -3.2562 -0.587
O 2.6136 0.7556 -2.9022 -0.616
H 3.2098 -2.4521 -2.4772 0.409
H 3.5712 -1.3541 -3.9581 0.478
H 2.0392 -1.9511 -3.4807 0.403
H 1.8115 -0.7095 -1.5595 0.999
H 4.3768 -0.8117 -0.9462 0.611
H 3.2822 0.3378 -0.1043 -0.461
C 1.0365 1.4388 -1.4388 -0.939
C 0.9026 1.4909 0.0839 0.656
C -0.0734 2.4538 0.4984 -0.739
O -0.7121 1.7858 1.5274 -0.315
C -0.6624 0.4547 1.3405 0.309
O -1.4114 -0.4508 1.8711 -0.455
O 0.2225 0.3084 0.4327 0.918
H 0.0941 1.5327 -1.9783 0.238
H 1.4820 0.4878 -1.7304 -0.397
H 1.6907 2.2198 -1.8264 0.585
H 1.8131 1.4405 0.6809 1.011
H -0.7597 2.6812 -0.3173 0.308
H 0.4386 3.3901 0.7203 0.531
C 3.2620 -0.4931 1.1522 -2.531
C 2.4437 -1.7537 0.7845 0.160
C 0.9654 -1.4443 1.0894 -0.415
O 0.3317 -1.8374 -0.1203 -0.005
C 1.3009 -2.1792 -1.0533 0.445
O 1.0052 -2.4355 -2.2249 -0.604
O 2.4792 -2.0488 -0.5428 -0.208
H 3.1284 -0.4187 2.2314 0.436
H 2.8388 0.4461 0.7960 0.897
H 4.3439 -0.5589 1.0368 0.559
H 2.8300 -2.6280 1.3085 0.357
H 0.8856 -0.4140 1.4361 0.009
H 0.6247 -2.1034 1.8879 0.654
C -3.0084 0.4710 3.9838 -1.518
C -3.0698 1.3837 2.6947 1.148
C -3.4251 0.7029 1.4233 0.609
O -4.5094 1.3496 0.8689 -0.562
C -4.9877 2.1914 1.7606 0.278
O -6.0641 2.7941 1.6491 -0.632
O -4.2090 2.2715 2.8905 -0.433
H -2.1137 -0.1515 3.9974 0.227
H -3.9145 -0.1042 4.1742 0.337
H -2.8709 1.1342 4.8378 0.448
H -2.0965 1.8486 2.5375 0.227
H -3.7270 -0.3035 1.7135 0.495
H -2.5573 0.5714 0.7770 -0.351
C -0.7185 -0.7138 -1.9419 -1.166
C -1.7278 -1.3771 -1.0500 0.203
C -2.0190 -0.7588 0.3037 0.239
O -3.4163 -0.9002 0.4664 -0.377
C -3.9272 -1.2440 -0.7393 0.419
O -5.1139 -1.4471 -0.9786 -0.632
O -2.9594 -1.1880 -1.6329 -0.446
H -0.5530 -1.3453 -2.8148 0.718
H 0.1905 -0.5261 -1.3704 -1.707
H -1.1625 0.1792 -2.3817 0.477
H -1.4296 -2.4174 -0.9196 0.350
H -1.7344 0.2934 0.2933 0.050
H -1.4978 -1.3122 1.0848 0.238
```

Calculated values
**Energy above the lowest of the compared OMol25 structures with the same formula, charge and spin**: 2948.9 kJ/mol
**HOMO**: -8.4 eV
**Max |F|**: 18.63 eV Å⁻¹
**LUMO**: -0.53 eV
**Gap between HOMO and LUMO**: 7.90 eV